Record 1
DFT (ωB97M-V with the def2-TZVPD basis set) results for C41H51I2N3O3V as an isolated structure.

For the LUMO energy (spin up / spin down), the calculation gives -4.1 / -4.1 eV. As for the net charge: +1. The HOMO energy (spin up / spin down) comes out at -0.3796 / -0.3796 Ha. The value obtained for the maximum force is 3.0 eV Å⁻¹. The calculation puts the frontier orbital gap (spin up / spin down) at 6.27 / 6.26 eV.

Last column: Löwdin charge in e.
Element x y z (Å)
V (0.25558, 0.29675, -0.03989)  1.105
C (0.14711, -2.64429, 7.07762)  -0.061
C (-0.31919, -1.36821, 6.37395)  -0.553
C (-1.83397, -1.22098, 6.57590)  -0.036
C (0.39117, -0.17276, 7.02406)  -0.048
C (-0.03167, -1.39997, 4.86983)  -0.146
C (-0.18888, -0.25081, 4.11446)  0.046
C (0.07008, -0.28728, 2.75083)  -0.172
N (-0.06615, 0.74737, 1.81012)  0.009
C (-1.04386, 1.76504, 1.90145)  -0.169
C (-1.31581, 2.60970, 2.95873)  0.040
C (-2.41022, 3.46555, 2.87310)  -0.139
C (-3.17966, 3.44330, 1.70904)  0.038
C (-2.92861, 2.62781, 0.60402)  -0.078
C (-1.83006, 1.79236, 0.73491)  -0.201
O (-1.34907, 0.92119, -0.21324)  -0.169
C (-3.83699, 2.74020, -0.63006)  -0.529
C (-5.29596, 2.52049, -0.19843)  -0.036
C (-3.52392, 1.71604, -1.72525)  -0.048
C (-3.69262, 4.14690, -1.22941)  -0.030
C (-2.76924, 4.34863, 4.07088)  -0.553
C (-3.35739, 3.44768, 5.16767)  -0.034
C (-3.80024, 5.42102, 3.71062)  -0.059
C (-1.51385, 5.04822, 4.61246)  -0.048
C (0.32222, -1.50221, 2.10525)  -0.227
O (0.28195, -1.43821, 0.75122)  -0.156
C (0.49351, -2.68359, 2.83116)  -0.072
C (0.34635, -2.57079, 4.20892)  0.033
C (0.84421, -4.05324, 2.22094)  -0.524
C (-0.02428, -5.16057, 2.84469)  -0.043
C (2.32202, -4.34142, 2.51761)  -0.034
C (0.62313, -4.13934, 0.70400)  -0.047
H (-0.03590, -2.55169, 8.14975)  0.089
H (1.21732, -2.81727, 6.93528)  0.094
H (-0.39703, -3.52568, 6.73087)  0.085
H (-2.07130, -1.16663, 7.64161)  0.091
H (-2.36793, -2.07319, 6.14857)  0.093
H (-2.20921, -0.31288, 6.09671)  0.076
H (0.26032, -0.20815, 8.10812)  0.088
H (-0.01339, 0.78211, 6.67880)  0.071
H (1.46280, -0.18735, 6.80939)  0.093
H (-0.49223, 0.67659, 4.58179)  0.097
H (-0.66815, 2.62258, 3.82379)  0.112
H (-4.02056, 4.11919, 1.64113)  0.099
H (-5.43286, 1.51674, 0.20882)  0.097
H (-5.95247, 2.62804, -1.06463)  0.092
H (-5.62131, 3.23879, 0.55360)  0.079
H (-3.63268, 0.69149, -1.36726)  0.096
H (-2.51879, 1.82057, -2.13696)  0.064
H (-4.23036, 1.86303, -2.54479)  0.094
H (-3.98799, 4.92132, -0.51894)  0.086
H (-4.32469, 4.24159, -2.11514)  0.093
H (-2.65868, 4.34593, -1.52934)  0.074
H (-4.26061, 2.94362, 4.81588)  0.094
H (-3.61679, 4.04248, 6.04773)  0.092
H (-2.63975, 2.68172, 5.47493)  0.075
H (-4.75544, 4.98778, 3.40733)  0.084
H (-3.44218, 6.07229, 2.90860)  0.094
H (-3.99343, 6.04375, 4.58601)  0.090
H (-0.80919, 4.34534, 5.06192)  0.074
H (-1.79591, 5.76122, 5.38997)  0.089
H (-0.99498, 5.59679, 3.82219)  0.093
H (0.51088, -3.45443, 4.80427)  0.096
H (0.06702, -5.22167, 3.92740)  0.073
H (0.27945, -6.12795, 2.43885)  0.089
H (-1.07833, -5.00766, 2.60053)  0.098
H (2.51474, -4.36346, 3.59270)  0.088
H (2.96503, -3.57371, 2.07633)  0.077
H (2.61245, -5.30854, 2.09848)  0.092
H (-0.37898, -3.81821, 0.41748)  0.095
H (0.74769, -5.18074, 0.39686)  0.092
H (1.33882, -3.54276, 0.13697)  0.063
I (5.33495, -2.44401, -5.09232)  0.929
C (3.78859, -1.69205, -3.92648)  -0.732
C (2.59723, -1.31070, -4.53002)  -0.201
C (1.55893, -0.83355, -3.74286)  -0.634
I (-0.21969, -0.17773, -4.59896)  0.983
C (1.71450, -0.76671, -2.36845)  -0.330
O (0.69493, -0.34721, -1.57129)  -0.214
C (2.91783, -1.10731, -1.76533)  -0.133
C (3.06344, -1.07106, -0.26191)  -0.093
N (2.41939, 0.09545, 0.40662)  -0.070
C (3.17143, 1.35498, 0.23522)  -0.082
C (2.32037, 2.44852, -0.34428)  -0.210
C (2.86732, 3.68075, -0.65471)  0.007
C (2.06931, 4.65027, -1.22844)  -0.014
C (0.73839, 4.35776, -1.49179)  -0.012
C (0.25523, 3.11903, -1.14708)  -0.053
N (1.02830, 2.17564, -0.57082)  0.056
C (3.95652, -1.57620, -2.55639)  -0.099
H (2.47710, -1.37682, -5.60274)  0.090
H (4.12393, -1.07990, -0.00371)  0.137
H (2.60827, -1.95994, 0.16969)  0.105
H (2.38497, -0.12847, 1.39858)  0.125
H (4.01522, 1.18860, -0.43523)  0.141
H (3.58316, 1.68386, 1.18919)  0.147
H (3.91443, 3.86369, -0.44922)  0.131
H (2.48078, 5.61933, -1.48048)  0.125
H (0.07897, 5.07669, -1.95732)  0.120
H (-0.77091, 2.84669, -1.33953)  0.101
H (4.89984, -1.85095, -2.10025)  0.107

---

Record 2
DFT (ωB97M-V with the def2-TZVPD basis set) results for C41H51N10OPRuS as an isolated structure.

The spin multiplicity is 6. For the LUMO energy (spin up / spin down), the calculation gives -7.4 / -9.4 eV. As for the net charge: +3. The HOMO energy (spin up / spin down) comes out at -0.5838 / -0.5834 Ha. The value obtained for the maximum force is 0.2 eV Å⁻¹. The calculation puts the frontier orbital gap (spin up / spin down) at 8.49 / 6.43 eV. Its expectation value of S² is 8.756.

Last column: Löwdin charge in e.
Element x y z (Å)
Ru (1.30871, -0.98831, 0.11564)  1.659
C (2.45811, 1.68501, -1.28713)  -0.157
C (2.88336, 0.92523, -2.53261)  -0.091
C (1.97928, -0.16021, -3.06761)  -0.257
C (1.90882, -0.31158, -4.44958)  0.011
C (1.14674, -1.32103, -5.00616)  -0.005
C (0.45528, -2.17313, -4.15855)  -0.019
C (0.55844, -1.96454, -2.80068)  -0.142
N (1.29686, -0.98229, -2.25318)  0.012
N (2.64599, 1.00830, 0.01911)  -0.226
C (4.05747, 0.68139, 0.28824)  -0.101
C (4.47986, -0.61831, -0.33995)  -0.280
C (5.80494, -0.88004, -0.66047)  0.014
C (6.12696, -2.09790, -1.23342)  0.001
C (5.11432, -3.01949, -1.48015)  -0.012
C (3.82539, -2.68813, -1.12350)  -0.125
N (3.51533, -1.51421, -0.55410)  -0.010
C (2.15892, 1.92582, 1.06346)  -0.138
C (1.86212, 1.22356, 2.35557)  -0.260
C (1.88341, 1.90993, 3.56025)  0.014
C (1.50236, 1.25353, 4.71810)  -0.003
C (1.11511, -0.07757, 4.63812)  -0.018
C (1.13959, -0.69656, 3.40636)  -0.130
N (1.50839, -0.06499, 2.28189)  0.025
H (1.40063, 1.93444, -1.35487)  0.096
H (3.02217, 2.62526, -1.26174)  0.144
H (3.89723, 0.52819, -2.43353)  0.124
H (2.96247, 1.67657, -3.31973)  0.134
H (2.46171, 0.36876, -5.08356)  0.132
H (1.09554, -1.44255, -6.08007)  0.131
H (-0.15304, -2.98262, -4.53634)  0.125
H (0.03067, -2.60857, -2.11256)  0.084
H (4.18395, 0.59995, 1.37145)  0.141
H (4.71053, 1.49524, -0.04473)  0.150
H (6.56533, -0.13295, -0.47382)  0.136
H (7.15162, -2.32413, -1.49725)  0.133
H (5.32224, -3.97351, -1.94336)  0.126
H (3.00371, -3.37406, -1.29547)  0.117
H (1.22473, 2.36411, 0.71696)  0.082
H (2.87399, 2.73990, 1.22512)  0.152
H (2.19813, 2.94514, 3.58434)  0.133
H (1.51249, 1.76851, 5.66969)  0.132
H (0.80872, -0.62910, 5.51563)  0.126
H (0.85107, -1.73417, 3.30590)  0.103
N (-1.24390, -4.43760, 1.13241)  0.216
C (-2.24509, -3.87700, 0.34912)  -0.163
C (-3.53568, -4.30488, 0.06118)  0.016
C (-4.25626, -3.51983, -0.81457)  -0.044
C (-3.70679, -2.35453, -1.37487)  -0.052
C (-2.42938, -1.93124, -1.07028)  -0.030
C (-1.68829, -2.71436, -0.18830)  -0.231
N (-0.36944, -2.59122, 0.26927)  0.051
C (-0.16456, -3.64793, 1.04221)  -0.269
C (1.12605, -3.87951, 1.67054)  -0.325
C (1.57191, -4.93053, 2.41026)  -0.284
S (3.19169, -4.66455, 2.86911)  1.160
C (3.18252, -3.17879, 2.05014)  -0.442
N (2.05051, -2.88547, 1.46773)  -0.080
H (-1.31538, -5.29156, 1.66318)  0.184
H (-3.95100, -5.20807, 0.48723)  0.129
H (-5.26329, -3.81022, -1.08074)  0.124
H (-4.30649, -1.77728, -2.06672)  0.119
H (-2.02538, -1.02563, -1.49517)  0.073
H (1.05350, -5.83169, 2.69774)  0.098
H (4.04826, -2.53207, 2.03313)  0.096
O (-0.18906, 0.51247, -0.09418)  -0.408
P (-1.47401, 1.33004, 0.07957)  0.582
N (-2.51601, 0.54113, 1.04846)  -0.177
C (-3.98599, 0.51312, 0.89813)  -0.168
C (-4.41007, -0.52870, 1.92764)  -0.139
C (-3.39267, -0.33762, 3.05016)  -0.140
C (-2.08626, -0.12551, 2.29078)  -0.189
N (-2.13030, 1.56189, -1.39500)  -0.180
C (-3.23584, 2.53326, -1.60837)  -0.169
C (-3.01984, 3.02546, -3.03615)  -0.145
C (-2.39568, 1.81345, -3.72123)  -0.145
C (-1.42621, 1.28906, -2.66944)  -0.187
N (-1.15523, 2.79439, 0.76159)  -0.181
C (-0.71860, 3.96391, -0.03274)  -0.184
C (-1.37975, 5.14558, 0.66653)  -0.145
C (-1.34154, 4.72065, 2.13124)  -0.147
C (-1.67855, 3.23241, 2.08236)  -0.166
H (-4.26119, 0.23283, -0.11717)  0.097
H (-4.42533, 1.49014, 1.12010)  0.121
H (-4.31742, -1.52827, 1.49451)  0.104
H (-5.43889, -0.39231, 2.25315)  0.127
H (-3.34283, -1.18008, 3.73763)  0.120
H (-3.63525, 0.55564, 3.62939)  0.122
H (-1.60998, -1.08419, 2.05172)  0.091
H (-1.36617, 0.47553, 2.84561)  0.090
H (-3.19579, 3.33669, -0.87082)  0.106
H (-4.19964, 2.03254, -1.50647)  0.113
H (-2.32384, 3.86734, -3.04859)  0.116
H (-3.94695, 3.35283, -3.50078)  0.127
H (-1.89500, 2.05702, -4.65621)  0.123
H (-3.16032, 1.06243, -3.93084)  0.123
H (-0.48063, 1.84160, -2.71285)  0.108
H (-1.19868, 0.22971, -2.78712)  0.083
H (-1.01480, 3.85303, -1.07704)  0.101
H (0.37135, 4.07542, -0.00585)  0.108
H (-2.41213, 5.25913, 0.32886)  0.118
H (-0.86129, 6.08282, 0.47679)  0.125
H (-2.03411, 5.27477, 2.76072)  0.126
H (-0.33604, 4.86578, 2.53328)  0.115
H (-2.75600, 3.06430, 2.13911)  0.116
H (-1.20667, 2.68545, 2.89921)  0.099